{"formula": "C3H7N3O", "method": "the ωB97M-V functional and the def2-TZVPD basis", "species": ["O", "N", "N", "N", "C", "C", "C", "H", "H", "H", "H", "H", "H", "H"], "positions_angstrom": [[0.15240, -2.02816, -1.26304], [2.70944, 1.32124, 0.77333], [1.45422, 0.21434, -0.94499], [-1.32744, -0.64684, -0.38113], [-0.21014, -1.36030, -0.32914], [-1.73770, 0.29696, 0.76810], [2.16755, 0.78950, -0.18284], [-1.88661, -0.33057, 1.63498], [0.38501, -1.37530, 0.63877], [-1.02150, 0.99146, 0.82446], [1.51504, -0.07887, -1.93910], [-2.76692, 0.76662, 0.43938], [-2.02388, -0.76908, -1.16771], [2.59051, 2.20900, 1.12893]], "smiles": "CNC=O.N=C=N", "largest_force_ev_per_a": 6.23, "energy_ha": -357.959591, "homo_ev": -9.49, "mol_weight_g_mol": 101.11, "relative_energy_ev": 2.4567}

{"formula": "C16H32LuN3O2P2", "method": "the ωB97M-V functional and the def2-TZVPD basis", "species": ["Lu", "P", "P", "O", "O", "N", "N", "N", "C", "C", "C", "C", "C", "C", "C", "C", "C", "C", "C", "C", "C", "C", "C", "C", "H", "H", "H", "H", "H", "H", "H", "H", "H", "H", "H", "H", "H", "H", "H", "H", "H", "H", "H", "H", "H", "H", "H", "H", "H", "H", "H", "H", "H", "H", "H", "H"], "positions_angstrom": [[-0.57537, 1.54170, 4.10681], [-0.55030, -0.90585, 0.75499], [-1.33788, -1.39687, 2.82782], [-1.37303, 0.61518, 1.04020], [0.07221, -0.30326, -0.67694], [-0.07185, 2.66752, 1.94620], [-2.49482, -2.42184, 2.94594], [-5.04563, 2.10715, -1.93193], [0.57041, -2.38973, 0.73987], [-0.94631, 2.90345, 0.75811], [-4.00333, 2.91110, -2.13984], [-2.52915, 1.74012, -0.68439], [4.86799, 0.19084, -0.43910], [-1.18147, 1.57455, 0.00312], [2.53894, 1.01360, -1.07564], [-0.04157, -3.64056, 0.08841], [1.35122, 1.64185, -0.36965], [3.84813, 1.32856, -0.33178], [0.34312, -3.86569, -1.36969], [-2.77079, 2.78883, -1.55334], [-0.00642, 1.09200, -0.85670], [-3.58197, 0.87394, -0.46964], [-4.78369, 1.10938, -1.09046], [1.83309, -3.78517, -1.62495], [-2.00301, 3.51074, -1.78207], [0.53816, -0.25896, 1.65557], [1.50085, -2.07155, 0.28611], [-0.27899, -1.86291, 3.65973], [2.07414, -4.07604, -2.63677], [-0.21446, -3.18205, -2.00402], [4.66181, -0.39369, -1.33099], [1.41207, 2.72190, -0.53176], [-3.47604, 0.02276, 0.17539], [2.21873, -2.77916, -1.47680], [5.88707, 0.54707, -0.46674], [-1.69612, -0.03549, 3.40847], [-2.83287, -2.73159, 2.03539], [0.81339, -2.63693, 1.77525], [-0.05394, 1.40381, -1.89397], [-0.48107, 3.62962, 0.10674], [-5.60082, 0.43286, -0.88280], [3.64885, 1.48939, 0.72890], [2.66681, 1.40988, -2.07589], [1.48898, 1.48326, 0.69513], [0.01837, -4.86853, -1.62839], [0.30530, -4.49791, 0.65752], [-4.16341, 3.73733, -2.81729], [4.80180, -0.49382, 0.40058], [2.36584, -4.44331, -0.94510], [-0.57121, 2.95242, 2.78310], [4.29124, 2.25105, -0.68769], [-1.89582, 3.26984, 1.11246], [2.46795, -0.06472, -1.12615], [-1.12280, -3.60632, 0.22980], [-1.66280, -1.50005, 0.09830], [0.76050, 3.25035, 1.88058]], "largest_force_ev_per_a": 3.28, "energy_ha": -2860.918684, "homo_ev": -14.71, "mol_weight_g_mol": 535.37, "total_charge": 2}

{"formula": "C13H13N2", "method": "the ωB97M-V functional and the def2-TZVPD basis", "species": ["N", "N", "C", "C", "C", "C", "C", "C", "C", "C", "C", "C", "C", "C", "C", "H", "H", "H", "H", "H", "H", "H", "H", "H", "H", "H", "H", "H"], "positions_angstrom": [[2.36916, 1.70959, 0.46077], [-0.82285, 2.23636, 0.05868], [-1.31509, -0.39114, 2.02869], [0.17729, -1.18556, -0.27345], [0.09546, 1.46206, 0.23628], [-0.95329, -0.60068, 0.43762], [3.49063, 1.24302, 0.23903], [-2.21997, 2.15458, 0.29265], [2.64413, -0.80329, -0.81638], [-0.17390, -2.07239, -1.45864], [3.72314, -0.05480, -0.39748], [1.41072, -0.44640, -0.26853], [1.31349, 0.90112, 0.16572], [-2.88149, 0.95479, 0.19833], [-2.21304, -0.27559, -0.30450], [-2.22900, -0.97589, 2.29239], [-0.44496, -0.64023, 2.69763], [2.78237, -1.74103, -1.46656], [-0.87078, -2.85095, -1.15016], [-1.52983, 0.69703, 2.09206], [-3.86066, 0.87952, 0.52387], [0.75207, -2.29566, -2.11200], [-2.69320, 3.17183, 0.41407], [-1.88873, -0.05894, -1.31763], [-2.88686, -1.09629, -0.30648], [4.66039, -0.40437, -0.67673], [-0.76740, -1.35981, -2.11429], [4.33222, 1.84313, 0.52503]], "smiles": "C/C1=C(/C)c2cccnc2C#[N+]/C=C\\C1", "largest_force_ev_per_a": 5.15, "energy_ha": -612.263783, "homo_ev": -12.29, "mol_weight_g_mol": 197.26, "total_charge": 1, "relative_energy_ev": 4.2486}

| no. | gap between HOMO and LUMO (hartree) |
| --- | --- |
| 1 | 0.3803 |
| 2 | 0.1420 |
| 3 | 0.2745 |